# 1
95
Properties=species:S:1:pos:R:3:lowdin_charge:R:1 method="wB97M-V/def2-TZVPD" lumo_ev=-6.04 charge=+1 orbital_gap_ev=4.55
N -4.28014 2.43817 5.43491 0.25
C -3.08548 2.09079 6.01512 -0.15
N -2.70781 1.67278 7.41891 0.09
C -1.44111 0.80552 7.25949 -0.11
C -1.26774 0.64187 5.63499 -0.35
C 0.17754 0.19376 5.00005 -0.12
O 0.04512 -0.35260 3.60838 -0.15
C -0.24575 0.73474 2.65650 -0.20
O -0.11621 0.33335 1.22794 -0.15
C -1.14277 1.10964 0.46143 -0.15
C -2.60646 0.31807 0.39608 -0.17
O -3.59852 0.87555 1.35636 -0.17
P -2.34154 -0.92148 5.28736 0.82
O -3.57037 -1.07670 6.31448 -0.36
O -1.28286 -2.29964 5.65769 -0.19
O -2.92610 -1.01946 3.64461 -0.20
N -1.80416 2.00689 5.21544 -0.07
C -0.85556 3.18515 5.33101 -0.05
C -1.57368 4.44166 6.13925 -0.13
O -1.17119 4.60615 7.42386 0.02
F -2.61727 5.32554 5.52226 -0.01
H -4.24834 3.24599 4.74476 0.17
H -5.18961 1.93939 5.55019 0.17
H -2.56347 2.44722 8.12870 0.16
H -0.62391 1.47089 7.76974 0.15
H -1.48889 -0.16847 7.93393 0.15
H 0.74564 -0.62656 5.62418 0.16
H 0.94699 1.09816 4.89084 0.14
H -1.37370 1.08998 2.77778 0.13
H 0.48803 1.63025 2.82695 0.15
H -1.31922 2.18541 0.89383 0.13
H -0.80328 1.26068 -0.67253 0.14
H -2.36642 -0.80783 0.62203 0.14
H -3.01414 0.47084 -0.69035 0.13
H -4.24931 0.12343 1.59061 0.11
H -0.86884 -2.00798 6.54450 0.09
H -3.93170 -1.07652 3.62562 0.11
H -0.67902 3.57671 4.21763 0.16
H 0.15863 2.93807 5.88170 0.16
O -0.41417 2.51403 -3.40667 0.08
C -1.34950 3.26497 -3.14661 -0.49
O -2.31300 2.88239 -2.27756 -0.03
C -3.33815 3.75111 -1.76218 -0.23
C -4.51752 3.82229 -2.71230 -0.06
C -1.49276 4.57995 -3.85503 0.01
H -2.93204 4.73810 -1.51780 0.12
H -3.66823 3.31130 -0.81478 0.11
H -4.23060 4.24314 -3.67973 0.07
H -5.31663 4.43646 -2.28935 0.09
H -4.91072 2.81978 -2.90849 0.09
H -1.98135 4.41739 -4.81977 0.11
H -0.49372 4.99406 -4.02169 0.10
H -2.04062 5.32951 -3.28716 0.07
O 3.01924 0.01678 -6.67094 0.07
C 3.03955 0.33428 -5.48554 -0.48
O 4.21755 0.49503 -4.84024 -0.01
C 4.35455 1.04662 -3.51804 -0.23
C 4.16204 -0.02311 -2.46100 -0.07
C 1.76322 0.45914 -4.70647 0.00
H 3.68833 1.90412 -3.37788 0.12
H 5.37597 1.43656 -3.45031 0.12
H 3.15739 -0.45257 -2.50079 0.07
H 4.32460 0.38884 -1.46173 0.08
H 4.86414 -0.84767 -2.62005 0.08
H 1.45199 -0.53195 -4.36479 0.10
H 0.99381 0.87149 -5.36625 0.09
H 1.82923 1.13676 -3.85738 0.06
O 9.09620 -3.39272 -8.26912 0.08
C 8.16087 -2.64178 -8.00905 -0.51
O 7.19738 -3.02436 -7.14000 -0.01
C 6.17222 -2.15564 -6.62462 -0.23
C 4.99286 -2.08446 -7.57475 -0.06
C 8.01762 -1.32680 -8.71748 0.00
H 6.57834 -1.16865 -6.38025 0.11
H 5.84214 -2.59545 -5.67723 0.12
H 5.27977 -1.66361 -8.54217 0.08
H 4.19374 -1.47029 -7.15179 0.04
H 4.59966 -3.08698 -7.77093 0.09
H 7.52903 -1.48936 -9.68222 0.10
H 9.01666 -0.91269 -8.88414 0.09
H 7.46975 -0.57724 -8.14961 0.07
O -4.95136 -4.59097 2.12145 0.08
C -3.77750 -4.86447 2.35304 -0.51
O -2.95599 -5.25673 1.35245 0.00
C -1.53120 -5.41371 1.48116 -0.23
C -1.18304 -6.78664 2.02202 -0.06
C -3.25544 -4.85939 3.75981 0.00
H -1.09757 -4.60281 2.07549 0.11
H -1.11673 -5.31111 0.47239 0.13
H -1.59029 -6.93963 3.02506 0.07
H -0.09912 -6.92132 2.06274 0.08
H -1.61086 -7.56751 1.38534 0.09
H -3.50011 -5.81209 4.23768 0.10
H -3.74184 -4.04593 4.30665 0.08
H -2.18515 -4.67586 3.83243 0.06

# 2
80
Properties=species:S:1:pos:R:3:mulliken_spin:R:1 method="wB97M-V/def2-TZVPD" spin_multiplicity=5 lumo_ev="-5.12 / -9.78" charge=+2 s_squared=6.043 orbital_gap_ev="9.42 / 5.18"
C -2.24992 -0.54238 -5.27948 0.18
C -2.21098 0.62044 -4.49828 0.03
C -1.72587 0.58212 -3.17564 0.14
C -1.26594 -0.62999 -2.60759 0.28
C -1.35072 -1.80466 -3.40443 0.10
C -1.82938 -1.76036 -4.72667 0.07
C -1.69431 1.83896 -2.33209 0.02
C -2.55971 1.85055 -1.05017 0.00
N -2.70930 0.55315 -0.29866 -0.07
Os -0.88185 -0.82407 -0.50590 2.02
C -1.00379 -3.12142 -2.73270 0.03
P -1.72970 -2.98705 -1.02180 -0.03
H -2.56213 1.57133 -4.91917 0.01
H -1.88579 -2.68015 -5.32198 0.01
H -2.62288 -0.50362 -6.30879 -0.01
H 0.08932 -3.22979 -2.59511 0.01
H -1.37515 -4.00521 -3.28183 0.00
H -0.65113 2.01897 -2.03230 -0.01
H -2.00978 2.71084 -2.93271 0.00
H -2.12131 2.57863 -0.34962 0.00
C -1.02404 -4.38662 -0.05403 0.00
C -3.47812 -3.52792 -1.30339 0.01
H -3.58332 2.20503 -1.28265 0.00
C -3.90946 -0.15417 -0.80716 0.02
C -2.90995 0.85549 1.14104 0.05
H 0.45675 -1.61922 -0.66626 -0.11
H -4.81981 0.45275 -0.62419 0.00
H -3.79610 -0.32850 -1.88681 0.00
H -4.00370 -1.11547 -0.28339 0.00
H -3.88795 1.33954 1.27442 0.00
H -2.86391 -0.07351 1.74631 0.00
H -2.12655 1.55354 1.46991 -0.02
H -3.49860 -4.54957 -1.72224 0.00
H -4.04371 -3.51406 -0.35683 0.00
H -3.95261 -2.83700 -2.01863 0.00
H -1.30824 -5.36279 -0.48449 0.00
H 0.07324 -4.28579 -0.04578 0.00
H -1.38334 -4.32401 0.98675 0.00
H -0.70396 -1.05697 1.11600 0.11
C 1.94882 2.10166 3.75857 0.00
C 0.83490 1.69358 2.76684 0.01
C -0.08483 0.70712 3.50956 -0.02
C 0.03035 2.99198 2.48829 0.02
P 1.51322 0.85713 1.12354 0.02
N 0.20042 0.86425 0.07088 1.05
C 2.74814 2.02376 0.17765 0.05
C 4.16232 2.02934 0.80081 0.00
C 2.85347 1.59400 -1.30244 0.00
C 2.25671 3.47924 0.17440 0.00
C 2.33828 -0.94833 1.44659 0.01
C 3.35232 -0.85220 2.61183 0.00
C 1.40014 -2.11003 1.89458 0.02
C 3.12829 -1.45924 0.21809 0.00
H 1.50437 2.54056 4.67974 0.00
H 2.60895 2.87373 3.32587 0.00
H 2.57437 1.26696 4.09644 0.00
H -0.54921 1.18192 4.40103 0.00
H -0.89272 0.33042 2.87044 0.00
H 0.49391 -0.14454 3.90349 0.00
H 0.65678 3.86138 2.26814 0.00
H -0.65075 2.90733 1.63882 -0.01
H -0.53750 3.30250 3.39301 0.00
H 4.66538 1.05528 0.71808 0.00
H 4.82141 2.75090 0.27217 0.00
H 4.14209 2.32046 1.86691 0.00
H 1.86200 1.64526 -1.79694 -0.01
H 3.54309 2.26903 -1.85436 0.00
H 3.24256 0.57644 -1.43384 0.00
H 1.20963 3.55316 -0.18701 0.00
H 2.37436 3.92197 1.17734 0.00
H 2.89722 4.11161 -0.47701 0.00
H 2.82914 -0.72436 3.57574 0.00
H 3.92351 -1.80160 2.72450 0.00
H 4.09313 -0.04912 2.48928 0.00
H 0.74621 -2.50737 1.12367 0.01
H 2.00087 -3.00752 2.16529 0.01
H 0.79541 -1.87959 2.78258 0.00
H 2.52342 -1.53214 -0.69833 -0.01
H 4.00342 -0.83112 -0.00080 0.00
H 3.55014 -2.47082 0.41290 0.00

# 3
88
Properties=species:S:1:pos:R:3:lowdin_charge:R:1 method="wB97M-V/def2-TZVPD" lumo_ev=-0.44 charge=0 orbital_gap_ev=6.92 smiles="C[C@H](O)C[C@](C#N)(CC#N)c1ccccc1.CN(C)P(=O)(N(C)C)N(C)C.CN(C)P(=O)(N(C)C)N(C)C"
C 7.04981 -1.76829 3.87152 -0.05
C 7.35667 -1.92534 2.30488 -0.39
O 8.37781 -1.01543 1.85237 -0.06
C 6.07162 -1.97614 1.39624 -0.08
C 5.19782 -0.65224 1.26604 -0.33
C 5.18029 -0.27649 -0.26596 -0.17
N 4.93924 -0.01988 -1.35908 0.17
C 5.71950 0.62832 2.02749 -0.09
C 4.70811 1.78333 1.69344 -0.18
N 3.98934 2.63558 1.43592 0.17
C 3.72015 -1.00836 1.74673 -0.16
C 3.42266 -1.15754 3.20186 -0.03
C 2.06220 -1.52480 3.67557 -0.07
C 0.98112 -1.75933 2.69674 -0.07
C 1.29311 -1.59386 1.27148 -0.05
C 2.64319 -1.22371 0.76616 -0.01
H 7.15690 -0.70370 4.22323 0.08
H 6.03476 -2.21009 4.08357 0.07
H 7.78752 -2.37800 4.47330 0.09
H 7.83629 -2.95171 2.22612 0.15
H 8.35722 -0.19324 2.37019 0.08
H 6.40588 -2.28788 0.35873 0.13
H 5.40764 -2.81341 1.76738 0.13
H 5.67702 0.50705 3.13971 0.10
H 6.71964 1.00350 1.65755 0.13
H 4.19142 -1.01312 4.00268 0.09
H 1.83264 -1.66775 4.76092 0.09
H -0.04414 -2.05834 3.04281 0.10
H 0.45539 -1.76041 0.53481 0.09
H 2.76093 -1.14350 -0.34562 0.10
C -4.43390 -4.36618 -1.07237 -0.15
N -4.02156 -3.02334 -0.74056 -0.35
C -4.60808 -2.58434 0.51608 -0.13
P -3.21306 -1.79788 -1.63987 0.75
O -2.00694 -1.81558 -0.69530 -0.31
N -2.32259 -2.37170 -2.99072 -0.29
C -2.65406 -3.52969 -3.79921 -0.14
C -0.85937 -2.30910 -2.88760 -0.14
N -4.62102 -1.65717 -2.71741 -0.28
C -4.90962 -0.20494 -2.83600 -0.15
C -5.89583 -2.34892 -2.71011 -0.13
H -5.52615 -4.47511 -1.05734 0.07
H -4.04156 -5.08994 -0.34438 0.08
H -4.09939 -4.70608 -2.04933 0.05
H -5.46318 -1.91692 0.33326 0.07
H -3.87676 -2.03727 1.11658 0.07
H -4.96183 -3.41900 1.12734 0.08
H -2.42548 -4.46527 -3.27804 0.08
H -2.07197 -3.53091 -4.72633 0.08
H -3.69483 -3.53517 -4.12391 0.07
H -0.46958 -3.09725 -2.23211 0.08
H -0.53395 -1.33935 -2.51208 0.07
H -0.38642 -2.42273 -3.86721 0.08
H -5.28407 0.19567 -1.88730 0.06
H -5.63807 0.01427 -3.61877 0.08
H -3.99366 0.34092 -3.09434 0.08
H -6.42729 -2.27870 -1.75545 0.08
H -5.78732 -3.39119 -3.00897 0.07
H -6.56141 -1.93127 -3.47247 0.09
C 0.77540 2.78115 0.62562 -0.15
N 0.07319 2.93622 -0.62631 -0.34
C 0.99975 3.06516 -1.74127 -0.13
P -1.56927 3.24387 -0.99936 0.75
O -1.74120 1.89964 -1.71565 -0.31
N -2.67223 2.85756 0.26126 -0.29
C -2.40556 2.93413 1.68576 -0.14
C -3.53386 1.69444 0.03715 -0.16
N -1.45826 4.87125 -0.29014 -0.29
C -2.07212 5.79721 -1.27497 -0.15
C -0.33853 5.56710 0.31615 -0.13
H 1.51282 3.57613 0.78373 0.05
H 1.33297 1.83546 0.64897 0.07
H 0.13056 2.77482 1.50139 0.05
H 1.09233 4.11732 -2.04926 0.07
H 0.65279 2.49124 -2.60408 0.07
H 2.00089 2.70011 -1.49742 0.08
H -1.76685 2.11118 2.02179 0.08
H -3.33816 2.86751 2.25584 0.08
H -1.96486 3.88578 1.98294 0.07
H -2.97688 0.75744 0.16243 0.07
H -3.97120 1.71941 -0.96000 0.05
H -4.38076 1.67776 0.73036 0.08
H -1.45075 5.87704 -2.17451 0.08
H -2.22684 6.79824 -0.86854 0.07
H -3.05787 5.42363 -1.57816 0.08
H 0.54517 5.61974 -0.32757 0.08
H -0.07860 5.13943 1.28400 0.07
H -0.61486 6.59899 0.55699 0.09